Computed, not measured: C26H39MnN6O7P4S as an isolated structure in a non-equilibrium geometry, with the ωB97M-V functional and the def2-TZVPD basis.

Computed properties:
Largest force on an atom ... 2.45 eV Å⁻¹
Multiplicity ... 6
Expectation value of S² ... 8.9119
Net charge ... -1
E_LUMO (spin up / spin down) ... 0.95 / 1.42 eV
HOMO level (spin up / spin down) ... -3.094 / -5.121 eV

Last column: Löwdin spin population.
Cartesian coordinates (Å):
Mn1 -0.53 0.88 0.84  3.97
C1 -4.11 2.75 -0.57  0.00
C2 -2.83 1.96 -0.55  0.04
N1 -2.39 1.49 0.60  -0.04
N2 -3.02 1.86 1.69  -0.02
C3 -2.87 1.26 2.85  0.00
N3 -3.33 1.94 3.93  0.00
S1 -2.32 -0.34 3.05  0.03
C4 -2.05 1.76 -1.73  0.00
C5 -2.38 2.34 -2.97  0.01
C6 -1.52 2.21 -4.04  0.00
C7 -0.34 1.49 -3.87  0.01
C8 -0.11 0.90 -2.64  0.01
N4 -0.92 1.02 -1.61  0.06
H1 -4.27 3.16 0.43  0.00
H2 -4.95 2.11 -0.83  0.00
H3 -4.05 3.58 -1.28  0.00
H4 -3.15 2.94 3.84  0.00
H5 -3.05 1.56 4.82  0.00
H6 -3.30 2.89 -3.08  0.00
H7 -1.76 2.65 -4.99  0.00
H8 0.36 1.38 -4.68  0.00
H9 0.78 0.30 -2.48  0.00
C9 2.73 1.57 -0.29  -0.01
P1 1.72 0.37 0.65  -0.02
C10 1.80 -1.07 -0.47  0.08
N5 2.95 -1.30 -1.10  0.24
C11 3.00 -2.37 -1.94  0.03
C12 4.16 -2.65 -2.65  0.06
C13 4.23 -3.76 -3.47  0.05
C14 3.13 -4.61 -3.60  0.06
C15 1.96 -4.34 -2.91  0.05
C16 1.86 -3.22 -2.08  0.03
N6 0.70 -2.96 -1.43  0.23
C17 0.67 -1.87 -0.65  0.07
P2 -0.86 -1.46 0.26  -0.05
C18 -0.74 -2.73 1.59  0.00
C19 -2.27 -2.21 -0.76  -0.01
C20 -2.18 -3.74 -0.81  0.00
C21 -2.24 -1.70 -2.20  0.00
C22 -3.56 -1.78 -0.07  0.00
C23 2.87 -0.11 2.08  0.00
C24 2.14 -1.21 2.86  0.00
C25 3.03 1.10 3.00  0.00
C26 4.23 -0.59 1.60  0.00
H10 3.54 1.02 -0.78  0.00
H11 3.12 2.34 0.38  0.00
H12 2.10 2.07 -1.02  0.00
H13 5.01 -2.00 -2.54  0.00
H14 5.14 -3.98 -4.01  0.00
H15 3.19 -5.48 -4.23  0.00
H16 1.10 -4.99 -3.00  0.00
H17 -0.20 -3.60 1.21  0.00
H18 -1.75 -3.00 1.91  0.00
H19 -0.23 -2.31 2.45  0.00
H20 -1.20 -4.02 -1.19  0.00
H21 -2.95 -4.12 -1.49  0.00
H22 -2.34 -4.20 0.16  0.00
H23 -1.25 -1.85 -2.63  0.00
H24 -2.48 -0.64 -2.25  0.00
H25 -2.96 -2.24 -2.81  0.00
H26 -3.68 -2.28 0.88  0.00
H27 -4.43 -2.00 -0.69  0.00
H28 -3.54 -0.70 0.12  0.00
H29 1.19 -0.83 3.24  0.00
H30 2.75 -1.54 3.71  0.00
H31 1.95 -2.07 2.22  0.00
H32 2.05 1.54 3.21  0.00
H33 3.67 1.86 2.55  0.00
H34 3.47 0.80 3.95  0.00
H35 4.13 -1.40 0.87  0.00
H36 4.81 -0.95 2.45  0.00
H37 4.78 0.21 1.12  0.00
O1 -1.48 4.71 0.61  0.00
P3 0.03 4.20 0.42  0.01
O2 0.82 5.08 -0.43  0.00
O3 0.01 2.73 0.07  0.03
O4 0.59 4.26 1.98  0.00
P4 -0.26 3.38 3.05  0.01
O5 0.68 3.60 4.34  0.00
O6 -1.60 4.03 3.25  0.00
O7 -0.22 1.92 2.73  0.05
H38 -1.77 4.46 1.52  0.00
H39 0.96 4.51 4.33  0.00

***

Computed, not measured: C11H36FeO17S2V as an isolated structure in a non-equilibrium geometry, with the ωB97M-V functional and the def2-TZVPD basis.

Computed properties:
Largest force on an atom ... 2.57 eV Å⁻¹
Multiplicity ... 6
Expectation value of S² ... 8.7571
E_LUMO (spin up / spin down) ... -0.86 / -1.90 eV
HOMO level (spin up / spin down) ... -9.858 / -9.858 eV

Last column: Löwdin spin population.
Cartesian coordinates (Å):
Fe1 2.70 -0.16 -0.28  4.22
O1 -2.01 -2.63 2.69  0.00
V1 -0.50 -2.68 2.09  0.00
O2 0.41 -2.78 3.36  0.00
S1 2.48 -2.74 0.30  0.01
O3 3.07 -1.60 1.07  0.15
O4 3.35 -3.88 0.29  0.02
O5 1.11 -3.01 0.73  0.01
O6 2.40 -1.96 -1.01  0.15
S2 0.48 0.48 0.99  0.01
O7 -0.17 1.77 1.18  0.02
O8 0.82 0.27 -0.47  0.15
O9 1.92 0.59 1.40  0.12
O10 -0.20 -0.63 1.63  0.01
C1 1.86 2.37 4.11  0.00
O11 0.54 2.70 3.79  0.00
H1 2.56 2.43 3.26  0.00
H2 2.20 3.01 4.92  0.00
H3 1.97 1.33 4.45  0.00
H4 0.26 2.28 2.96  0.00
C2 1.84 4.60 0.60  0.00
O12 0.93 3.89 -0.22  0.00
H5 1.38 4.94 1.53  0.00
H6 2.71 3.98 0.87  0.00
H7 2.15 5.50 0.07  0.00
H8 0.48 3.26 0.36  0.00
C3 2.23 -0.29 -3.35  0.00
O13 2.82 0.50 -2.30  0.05
H9 2.71 -1.26 -3.39  0.00
H10 1.15 -0.37 -3.20  0.00
H11 2.40 0.20 -4.31  0.00
H12 2.74 1.43 -2.52  0.00
C4 -3.48 1.14 2.47  0.00
O14 -3.03 1.53 1.18  0.00
H13 -2.82 1.53 3.25  0.00
H14 -4.51 1.45 2.60  0.00
H15 -3.49 0.05 2.58  0.00
H16 -2.08 1.73 1.25  0.00
C5 4.72 1.43 1.45  0.00
O15 4.20 1.24 0.11  0.05
H17 4.33 0.69 2.15  0.00
H18 5.79 1.21 1.44  0.00
H19 4.51 2.44 1.78  0.00
H20 4.64 1.87 -0.46  0.00
C6 -4.66 0.30 -2.15  0.00
C7 -3.24 -0.21 -1.94  0.00
C8 -2.17 0.82 -2.30  0.00
O16 -3.05 -0.68 -0.60  0.00
H21 -5.36 -0.30 -1.57  0.00
H22 -4.95 0.27 -3.20  0.00
H23 -4.78 1.31 -1.74  0.00
H24 -3.17 -1.07 -2.61  0.00
H25 -2.43 1.26 -3.27  0.00
H26 -1.16 0.43 -2.33  0.00
H27 -2.22 1.61 -1.56  0.00
H28 -3.03 0.12 -0.04  0.00
C9 -2.32 -4.49 -1.60  0.00
C10 -1.14 -3.64 -1.10  0.00
C11 -0.62 -2.66 -2.15  0.00
O17 -1.53 -2.93 0.09  0.00
H29 -3.26 -3.93 -1.56  0.00
H30 -2.43 -5.33 -0.91  0.00
H31 -2.05 -4.91 -2.56  0.00
H32 -0.33 -4.33 -0.86  0.00
H33 -0.11 -3.22 -2.93  0.00
H34 0.04 -1.93 -1.70  0.00
H35 -1.46 -2.14 -2.63  0.00
H36 -2.15 -2.22 -0.20  0.00